Here is C13H13BrNO5PdS as an isolated structure from the OMol25 dataset. Energies are from the ωB97M-V functional and the def2-TZVPD basis.

Positions of all 35 atoms, in Å:
Pd -0.73 -1.53 -1.21
O 0.19 2.46 -1.25
C 0.40 1.25 -1.31
O -0.40 0.43 -1.92
C 1.68 0.67 -0.71
C 2.16 -0.57 -1.47
C 3.58 -0.96 -1.04
C 3.32 -1.64 0.33
C 1.82 -1.40 0.50
O 1.38 -1.63 -0.87
C 1.56 0.10 0.74
C 0.23 0.40 1.47
O 0.27 1.25 2.37
O -0.76 -0.27 1.08
H 2.42 1.47 -0.73
H 1.98 -0.56 -2.54
H 4.02 -1.66 -1.75
H 4.23 -0.09 -0.96
H 3.53 -2.71 0.29
H 3.89 -1.20 1.15
H 1.27 -2.08 1.15
H 2.36 0.51 1.36
S -2.99 -1.30 -1.51
C -3.14 0.01 -0.37
N -2.53 1.18 -0.60
C -2.48 2.19 0.28
C -3.16 2.09 1.47
C -3.84 0.91 1.74
C -3.83 -0.12 0.84
H -1.85 1.18 -1.39
H -1.85 3.02 0.01
H -3.10 2.90 2.19
H -4.33 0.78 2.70
H -4.28 -1.08 1.06
Br -0.97 -3.96 -1.11

Calculated values
- Kohn-Sham gap (eV) = 7.25
- 2S+1 = 1
- molecular weight (g mol⁻¹) = 481.640
- total charge = -1
- energy relative to the best compared isomer or geometry (same formula, charge and spin) (kcal/mol) = 0.00
- HOMO (eV) = -4.83



Here is C13H13Cl2F6LiN2O2SSb as an isolated structure from the OMol25 dataset. Energies are from the ωB97M-V functional and the def2-TZVPD basis.

Positions of all 41 atoms, in Å:
Li 1.50 -0.04 0.72
Cl -1.80 -1.30 -1.09
C -3.40 -0.92 -0.50
C -3.87 -1.70 0.54
C -5.12 -1.46 1.08
C -5.87 -0.41 0.57
C -5.37 0.36 -0.47
Cl -6.36 1.69 -0.99
C -4.12 0.15 -1.08
S -3.51 1.11 -2.37
H -3.24 -2.50 0.92
H -5.51 -2.07 1.89
H -6.85 -0.18 0.97
F 2.37 -1.87 0.40
Sb 4.22 -1.45 0.74
F 4.73 -3.20 0.30
F 4.00 -1.93 2.54
F 3.47 0.28 1.12
F 5.97 -0.84 1.07
F 4.34 -0.96 -1.08
O 0.18 0.18 1.99
N -1.01 0.72 1.92
C -1.89 0.46 2.90
C -3.16 1.01 2.88
C -3.53 1.84 1.84
C -2.61 2.09 0.83
C -1.36 1.52 0.89
H -1.52 -0.20 3.67
H -3.84 0.76 3.68
H -4.52 2.27 1.79
H -2.87 2.67 -0.04
H -0.60 1.62 0.12
C 0.14 0.93 -3.13
C 0.93 0.21 -2.09
N 1.41 -1.01 -2.41
O 1.12 0.70 -0.98
H 0.25 0.50 -4.13
H 0.43 1.98 -3.14
H -0.92 0.88 -2.84
H 1.24 -1.41 -3.31
H 1.95 -1.52 -1.73

Calculated values
- Kohn-Sham gap (eV) = 6.81
- 2S+1 = 1
- molecular weight (g mol⁻¹) = 574.921
- total charge = -1
- energy relative to the best compared isomer or geometry (same formula, charge and spin) (kcal/mol) = 0.00
- HOMO (eV) = -4.27



Here is C13H13CrN5S7 as an isolated structure from the OMol25 dataset. Energies are from the ωB97M-V functional and the def2-TZVPD basis.

Positions of all 39 atoms, in Å:
Cr -1.12 0.32 0.43
C -5.83 -2.16 -0.43
S -4.68 -2.85 0.78
C -3.37 -1.67 0.79
S -3.23 -0.45 -0.40
N -2.56 -1.88 1.81
N -1.54 -0.98 1.85
C -0.77 -0.98 2.86
C 0.29 0.03 2.86
C 1.09 0.30 3.95
C 1.99 1.35 3.88
C 2.09 2.07 2.70
C 1.28 1.72 1.63
N 0.39 0.74 1.71
H -6.61 -2.91 -0.56
H -5.32 -1.98 -1.38
H -6.25 -1.23 -0.06
H -0.92 -1.68 3.68
H 0.98 -0.30 4.85
H 2.60 1.61 4.73
H 2.79 2.88 2.59
H 1.36 2.21 0.67
S -2.35 2.04 1.68
S -1.20 3.68 1.30
S -1.30 3.77 -0.77
S -0.72 1.87 -1.35
C 2.70 -1.08 -4.96
C 2.55 -0.64 -3.53
C 3.38 0.32 -2.97
C 3.13 0.65 -1.66
N 2.15 0.12 -0.94
C 1.37 -0.79 -1.56
S 0.01 -1.50 -0.70
N 1.57 -1.21 -2.83
H 3.73 -1.04 -5.30
H 2.10 -0.43 -5.60
H 2.31 -2.09 -5.07
H 4.17 0.80 -3.54
H 3.75 1.39 -1.14

Calculated values
- Kohn-Sham gap (alpha / beta) (eV) = 5.93 / 5.85
- 2S+1 = 4
- molecular weight (g mol⁻¹) = 515.747
- expectation value of S² = 3.81
- total charge = -1
- HOMO (alpha / beta) (eV) = -3.88 / -3.98



Here is a 2-piece molecular cluster, C13H13INO4 overall from the OMol25 dataset. Energies are from the ωB97M-V functional and the def2-TZVPD basis.

Positions of all 32 atoms, in Å:
C -1.08 3.74 0.14
C -0.11 3.56 -1.03
I 0.15 5.37 -2.19
C -0.49 2.36 -1.95
C 0.53 1.25 -1.68
C 1.75 1.31 -2.31
C 2.71 0.37 -2.06
C 2.47 -0.67 -1.19
C 1.26 -0.70 -0.59
C 0.26 0.24 -0.80
C -0.97 -0.08 0.02
O -1.94 0.59 0.26
N -0.72 -1.38 0.54
C 0.68 -1.68 0.42
O 1.25 -2.52 1.06
H -1.15 2.80 0.69
H -2.05 4.10 -0.19
H -0.63 4.47 0.83
H 0.86 3.36 -0.59
H -1.49 1.99 -1.74
H -0.40 2.61 -3.01
H 1.98 2.11 -3.01
H 3.68 0.43 -2.55
H 3.19 -1.45 -0.96
H -1.27 -2.12 0.11
C -0.79 -3.85 2.87
C -1.79 -4.90 3.42
O -3.00 -4.59 3.36
O -1.26 -5.95 3.86
H -1.31 -2.97 2.51
H -0.10 -3.54 3.66
H -0.21 -4.28 2.06

Calculated values
- Kohn-Sham gap (eV) = 5.09
- 2S+1 = 1
- molecular weight (g mol⁻¹) = 374.154
- total charge = -1
- energy relative to the best compared isomer or geometry (same formula, charge and spin) (kcal/mol) = 0.00
- HOMO (eV) = -3.61



Here is an isolated ion of composition C13H13N2 and charge +1 from the OMol25 dataset. Energies are from the ωB97M-V functional and the def2-TZVPD basis.

Positions of all 28 atoms, in Å:
C 0.99 -1.01 1.63
C 0.86 0.08 0.60
N 0.02 0.08 -0.39
C -1.14 -0.66 -0.56
C -1.91 -0.86 0.55
C -2.89 -1.80 0.44
C -3.25 -2.32 -0.79
C -2.57 -2.02 -1.90
C -1.43 -1.21 -1.81
C 0.49 1.54 -1.39
N 1.52 1.99 -0.51
C 2.31 3.07 -0.43
C 3.15 2.98 0.72
C 2.71 1.81 1.34
C 1.75 1.19 0.55
H 2.05 -0.95 1.92
H 1.00 -2.03 1.18
H 0.36 -0.79 2.44
H -1.52 -0.59 1.48
H -3.68 -1.98 1.24
H -4.11 -3.06 -0.92
H -2.89 -2.53 -2.91
H -0.86 -1.21 -2.77
H -0.18 2.32 -1.53
H 0.78 1.09 -2.25
H 2.24 3.77 -1.16
H 3.94 3.61 1.17
H 3.09 1.55 2.33

Calculated values
- Kohn-Sham gap (eV) = 8.18
- 2S+1 = 1
- molecular weight (g mol⁻¹) = 197.261
- total charge = +1
- energy relative to the best compared isomer or geometry (same formula, charge and spin) (kcal/mol) = 37.75
- SMILES = CC1=[N+](c2ccccc2)Cn2cccc21
- HOMO (eV) = -12.26



Here is the molecule C13H13NS from the OMol25 dataset. Energies are from the ωB97M-V functional and the def2-TZVPD basis.

Positions of all 28 atoms, in Å:
C 3.39 -2.00 -1.33
C -2.16 1.26 -2.21
C -2.66 0.08 -1.69
C -0.80 1.41 -2.43
C -1.80 -0.95 -1.36
C 0.06 0.37 -2.12
C -0.44 -0.79 -1.56
C 0.18 -2.34 0.65
C 0.02 -1.06 1.39
C 2.14 -0.37 0.27
C 2.20 -1.32 -1.16
C 0.92 -0.09 1.33
C 0.90 1.24 1.97
N 4.43 -2.44 -1.58
S 0.70 -2.16 -1.18
H -2.84 2.07 -2.46
H -3.72 -0.04 -1.55
H -0.41 2.33 -2.85
H -2.19 -1.87 -0.96
H 1.13 0.45 -2.29
H -0.73 -2.94 0.65
H 1.00 -2.94 1.04
H -0.87 -0.97 2.00
H 2.92 -0.82 0.89
H 2.50 0.61 -0.03
H 0.75 2.01 1.22
H 1.85 1.44 2.47
H 0.10 1.29 2.71

Calculated values
- Kohn-Sham gap (eV) = 8.24
- 2S+1 = 1
- molecular weight (g mol⁻¹) = 215.321
- energy relative to the best compared isomer or geometry (same formula, charge and spin) (kcal/mol) = 81.15
- HOMO (eV) = -7.82



Here is the molecule C13H14 from the OMol25 dataset. Energies are from the ωB97M-V functional and the def2-TZVPD basis.

Positions of all 27 atoms, in Å:
C -2.90 -0.52 0.56
C -1.76 0.23 -0.03
C -1.58 1.57 0.76
C -1.45 0.09 -1.51
C -0.57 -0.56 -0.47
C -0.35 -2.04 -0.44
C 0.94 -2.29 0.02
C 1.69 -1.05 0.11
C 3.06 -0.82 0.29
C 3.51 0.48 0.25
C 2.67 1.54 -0.07
C 1.32 1.27 -0.42
C 0.83 0.01 -0.21
H -3.76 0.12 0.46
H -2.79 -0.68 1.69
H -3.01 -1.49 0.10
H -0.73 1.51 1.33
H -2.48 1.73 1.36
H -1.59 2.48 0.15
H -1.17 1.01 -2.01
H -2.11 -0.56 -1.94
H -1.29 -2.61 -0.55
H 1.52 -3.16 0.19
H 3.65 -1.55 0.81
H 4.55 0.62 0.56
H 3.02 2.55 -0.28
H 0.78 2.14 -0.72

Calculated values
- Kohn-Sham gap (eV) = 8.81
- 2S+1 = 1
- molecular weight (g mol⁻¹) = 170.255
- energy relative to the best compared isomer or geometry (same formula, charge and spin) (kcal/mol) = 0.00
- SMILES = CC1(C)C[C@]12C=Cc1ccccc12
- HOMO (eV) = -8.12



Here is C13H14Br12I2O5P2 as an isolated structure from the OMol25 dataset. Energies are from the ωB97M-V functional and the def2-TZVPD basis.

Positions of all 48 atoms, in Å:
C 5.73 -2.40 0.69
C 4.35 -1.66 0.50
I 3.17 -3.03 -0.73
C 3.68 -1.39 1.87
I 5.08 -0.51 3.31
C 2.39 -0.57 1.78
C 1.90 -0.11 0.63
C 0.58 0.68 0.59
O 0.41 1.52 -0.24
C -0.43 0.35 1.67
P -2.26 0.48 1.49
P -2.84 -1.63 1.23
O -1.66 -2.45 1.60
O -3.19 -1.96 -0.35
O -4.07 -2.02 2.21
C 0.02 -0.10 2.84
C 1.53 -0.26 3.02
O 1.98 -0.09 4.11
H 6.52 -1.72 1.04
H 5.53 -3.25 1.37
H 6.03 -2.74 -0.31
H 4.51 -0.74 -0.08
H 3.38 -2.37 2.29
H 2.38 -0.27 -0.33
H -2.49 1.18 0.28
H -2.77 -1.25 -0.87
H -4.22 -2.98 2.11
H -0.68 -0.36 3.64
C -1.55 3.08 -3.18
Br -2.79 3.61 -4.57
Br -1.33 4.45 -1.84
Br -2.03 1.39 -2.39
H -0.58 2.95 -3.66
C -3.11 -5.90 3.97
Br -4.40 -5.48 2.60
Br -2.93 -4.46 5.24
Br -3.51 -7.58 4.84
H -2.15 -6.01 3.48
C 2.20 6.35 0.39
Br 2.65 7.22 -1.27
Br 0.90 7.37 1.40
Br 1.61 4.54 0.11
H 3.10 6.31 0.99
C -4.19 2.31 -8.19
Br -4.24 4.24 -8.02
Br -5.21 1.70 -9.70
Br -2.37 1.65 -8.23
H -4.66 1.90 -7.30

Calculated values
- Kohn-Sham gap (eV) = 8.11
- 2S+1 = 1
- molecular weight (g mol⁻¹) = 1524.854
- HOMO (eV) = -9.29



no.,F_max (eV Å⁻¹)
1,0.5
2,0.1
3,1.6
4,2.6
5,4.7
6,4.8
7,3.4
8,2.5